Record 1
110
Properties=species:S:1:pos:R:3:forces:R:3:lowdin_charge:R:1 method="wB97M-V/def2-TZVPD" smiles="COC[C@@]1(I)C[NH2+]C[C@H](C(=O)[O-])O1.COC[C@@H](C)N.COC[C@@H](C)N.COC[C@@H](C)N.COC[C@@H](C)N.COC[C@@H](C)N" spin_multiplicity=1 e_homo_ev=-8.11 fmax_ev_per_a=1.4
C 1.253 2.548 -0.935 -0.2 -0.1 0.3 -0.089
O 0.211 1.729 -1.440 0.1 0.5 -0.1 -0.251
C -0.887 2.386 -1.992 -0.1 -0.9 0.2 -0.209
C -2.169 2.476 -1.089 1.0 -0.1 -1.0 -0.768
I -1.915 1.107 0.606 -0.1 0.0 0.3 1.011
C -2.265 3.885 -0.565 -0.1 -0.1 0.7 -0.143
N -3.496 4.060 0.272 0.4 0.1 0.0 0.077
C -4.623 3.149 -0.173 -0.3 0.7 0.3 -0.119
C -4.491 2.666 -1.574 -0.4 -0.6 0.2 -0.212
C -5.561 1.529 -1.725 -0.3 -0.6 -1.2 -0.649
O -5.832 1.258 -2.912 0.2 0.3 0.7 -0.001
O -5.979 1.047 -0.661 -0.1 -0.1 0.3 -0.023
O -3.206 2.103 -1.888 -0.3 0.4 0.0 -0.065
H 1.429 2.293 0.102 0.1 -0.1 0.3 0.068
H 1.023 3.610 -0.984 -0.2 0.2 -0.1 0.083
H 2.162 2.369 -1.490 0.3 -0.1 -0.3 0.088
H -1.195 1.804 -2.849 -0.3 -0.2 -0.2 0.139
H -0.622 3.375 -2.358 0.0 0.3 0.0 0.128
H -2.248 4.617 -1.357 -0.4 0.1 -0.5 0.145
H -1.401 4.074 0.053 0.2 0.1 0.3 0.122
H -3.258 3.825 1.234 -0.1 -0.2 0.1 0.141
H -3.771 5.037 0.279 -0.2 0.1 -0.1 0.178
H -5.527 3.732 -0.125 -0.3 0.2 0.2 0.139
H -4.741 2.359 0.548 0.2 -0.3 0.0 0.076
H -4.769 3.433 -2.286 0.4 0.2 -0.3 0.154
C 3.806 -0.291 1.304 0.0 0.2 -0.2 -0.103
O 2.717 0.527 1.692 0.0 -0.1 0.0 -0.204
C 2.243 0.303 3.008 -0.2 0.1 0.1 -0.206
C 3.100 0.932 4.113 0.3 0.0 -0.1 -0.429
C 4.405 0.188 4.376 0.0 0.0 0.3 -0.083
N 3.396 2.344 3.841 -0.2 0.0 0.0 0.040
H 3.722 -1.298 1.721 0.0 0.0 0.1 0.083
H 4.761 0.149 1.599 0.0 -0.1 0.1 0.076
H 3.795 -0.358 0.216 -0.1 0.0 0.0 0.087
H 1.253 0.769 3.039 0.0 0.0 -0.1 0.112
H 2.091 -0.770 3.181 0.1 0.0 0.0 0.123
H 2.509 0.887 5.033 -0.1 0.0 0.0 0.134
H 5.170 0.413 3.637 0.0 0.0 -0.1 0.048
H 4.810 0.483 5.345 0.0 0.0 0.0 0.077
H 4.255 -0.891 4.392 0.1 0.0 -0.1 0.070
H 2.525 2.864 3.790 0.0 0.0 0.1 0.066
H 3.779 2.402 2.901 0.1 0.0 0.0 0.066
C 9.516 -1.627 0.945 -0.1 -0.1 -0.1 -0.106
O 8.916 -2.788 1.488 0.1 0.1 0.0 -0.199
C 8.988 -2.904 2.894 0.0 -0.2 0.1 -0.202
C 7.981 -2.047 3.671 -0.1 0.2 -0.2 -0.420
C 8.330 -0.562 3.724 0.0 0.1 0.2 -0.068
N 6.615 -2.186 3.156 0.1 -0.2 -0.1 0.060
H 10.420 -1.346 1.492 0.0 0.0 0.0 0.092
H 8.815 -0.789 0.929 0.1 0.1 0.1 0.080
H 9.788 -1.846 -0.087 0.0 -0.1 0.0 0.080
H 8.765 -3.954 3.101 0.0 0.0 0.0 0.123
H 10.015 -2.723 3.242 0.0 0.1 0.0 0.122
H 7.991 -2.415 4.701 0.0 -0.1 0.0 0.136
H 8.067 -0.043 2.803 0.0 -0.1 -0.1 0.063
H 7.773 -0.079 4.527 0.0 0.0 0.0 0.071
H 9.394 -0.409 3.917 0.0 0.0 0.0 0.078
H 6.320 -3.156 3.234 0.0 0.0 0.1 0.071
H 6.643 -2.023 2.150 0.0 0.0 0.0 0.062
C -9.090 2.154 5.001 0.1 0.1 0.1 -0.109
O -7.766 1.660 4.941 -0.1 0.0 0.0 -0.192
C -7.425 0.979 3.746 0.2 -0.1 0.0 -0.201
C -7.100 1.878 2.548 -0.2 0.1 0.0 -0.421
C -8.315 2.526 1.894 0.0 0.1 -0.1 -0.061
N -6.132 2.927 2.907 0.4 0.0 0.0 0.037
H -9.795 1.475 4.513 0.0 0.0 -0.1 0.091
H -9.165 3.148 4.555 -0.1 0.0 -0.1 0.073
H -9.361 2.241 6.053 0.0 -0.1 0.0 0.086
H -6.524 0.411 3.991 0.0 0.0 0.0 0.123
H -8.202 0.247 3.491 -0.1 0.1 -0.1 0.125
H -6.638 1.239 1.789 0.0 0.0 0.0 0.121
H -8.675 3.391 2.452 0.0 0.0 0.1 0.063
H -8.051 2.877 0.896 0.0 -0.1 0.0 0.070
H -9.134 1.815 1.788 0.0 0.0 0.0 0.084
H -5.273 2.482 3.222 0.0 -0.1 0.0 0.069
H -6.471 3.408 3.736 -0.1 0.0 0.0 0.068
C 7.200 -3.698 -1.104 0.0 0.0 0.2 -0.092
O 6.162 -3.192 -0.281 0.0 0.0 -0.1 -0.198
C 4.852 -3.524 -0.703 -0.2 0.1 0.0 -0.205
C 4.394 -4.944 -0.344 0.3 -0.1 0.0 -0.426
C 5.010 -6.042 -1.206 -0.1 -0.1 -0.1 -0.070
N 4.637 -5.257 1.069 0.0 0.2 0.0 0.044
H 6.916 -3.680 -2.160 -0.1 -0.1 0.0 0.094
H 7.476 -4.711 -0.807 0.0 -0.1 -0.1 0.082
H 8.075 -3.069 -0.964 0.0 0.1 0.0 0.064
H 4.197 -2.825 -0.179 0.0 0.0 0.0 0.100
H 4.734 -3.326 -1.777 0.1 -0.1 0.0 0.124
H 3.314 -4.974 -0.512 0.0 0.1 0.0 0.136
H 6.026 -6.287 -0.899 0.0 0.1 0.0 0.064
H 4.425 -6.957 -1.114 0.0 0.0 0.0 0.076
H 5.025 -5.759 -2.260 0.0 0.0 0.0 0.078
H 4.117 -4.604 1.650 -0.1 -0.1 0.0 0.066
H 5.613 -5.048 1.266 0.0 -0.1 0.0 0.063
C -6.450 -0.534 -5.282 0.0 -0.2 0.0 -0.107
O -6.936 -1.213 -6.438 0.1 0.0 0.0 -0.193
C -7.016 -0.428 -7.604 -0.2 0.0 -0.1 -0.226
C -5.684 -0.200 -8.335 0.1 0.0 0.2 -0.436
C -4.760 0.805 -7.654 0.1 0.1 -0.1 -0.075
N -4.951 -1.453 -8.545 -0.1 0.0 -0.1 0.034
H -6.789 0.502 -5.247 0.0 0.0 0.0 0.079
H -5.361 -0.568 -5.237 0.0 0.2 0.0 0.073
H -6.830 -1.049 -4.404 -0.1 0.0 0.0 0.087
H -7.673 -0.984 -8.279 0.0 0.0 0.0 0.118
H -7.515 0.527 -7.388 0.1 0.1 0.0 0.120
H -5.934 0.209 -9.319 -0.1 0.0 0.0 0.130
H -4.230 0.372 -6.808 -0.1 0.0 0.1 0.064
H -4.002 1.148 -8.360 0.0 0.0 0.0 0.071
H -5.312 1.679 -7.303 0.0 0.0 0.0 0.077
H -5.519 -2.078 -9.111 0.0 0.0 -0.1 0.067
H -4.886 -1.921 -7.645 0.1 0.0 0.0 0.068


Record 2
102
Properties=species:S:1:pos:R:3:forces:R:3:lowdin_charge:R:1 method="wB97M-V/def2-TZVPD" smiles=CC1(C)CCCC(C)(C)N1O.CC(C)O.CC(C)O.CC(C)O.CC(C)O.CC(C)O.CC(C)O spin_multiplicity=1 e_homo_ev=-7.89 fmax_ev_per_a=3.2 de_lowest_kj_mol=168.1
C 37.700 -28.063 -11.740 -0.2 0.1 0.3 -0.041
C 37.151 -27.865 -13.137 -1.1 -0.3 -1.1 -0.484
C 36.751 -29.254 -13.724 0.7 -0.2 0.0 -0.021
C 35.871 -26.990 -13.020 -1.3 0.3 -1.1 -0.113
C 35.335 -26.385 -14.354 2.3 -0.2 0.4 -0.165
C 36.474 -25.686 -15.107 -0.9 0.2 0.1 -0.141
C 37.716 -26.574 -15.281 -1.1 -0.7 -1.0 -0.502
C 37.408 -27.659 -16.353 1.0 -0.4 -1.5 -0.040
C 38.846 -25.707 -15.824 0.8 -0.5 0.0 -0.046
N 38.121 -27.155 -14.001 -0.7 1.3 1.4 -0.104
O 39.344 -27.858 -14.060 -0.1 -0.3 -0.5 -0.013
H 36.898 -28.334 -11.051 -0.2 -0.1 -0.2 0.071
H 38.419 -28.880 -11.687 0.4 0.3 0.0 0.085
H 38.058 -27.099 -11.374 0.5 -0.2 0.0 0.090
H 37.625 -29.774 -14.127 0.2 0.2 0.1 0.084
H 36.373 -29.927 -12.953 -0.3 0.2 0.1 0.075
H 36.058 -29.197 -14.561 -0.2 0.1 0.2 0.039
H 34.976 -27.600 -12.871 0.5 -0.5 1.4 0.108
H 35.931 -26.219 -12.251 0.3 -0.1 0.1 0.117
H 35.045 -27.286 -14.899 -0.4 0.4 -0.5 0.085
H 34.492 -25.710 -14.220 -0.1 -0.2 0.2 0.109
H 36.755 -24.723 -14.670 0.0 -0.2 0.6 0.118
H 36.025 -25.372 -16.055 0.6 -0.3 -0.5 0.111
H 37.425 -27.270 -17.380 0.0 0.6 0.2 0.079
H 36.511 -28.275 -16.405 -0.2 0.3 1.0 0.060
H 38.244 -28.364 -16.412 0.0 -0.1 0.4 0.084
H 39.711 -26.338 -16.043 -0.1 0.0 -0.3 0.079
H 39.235 -24.973 -15.117 -0.5 0.2 0.2 0.090
H 38.539 -25.220 -16.748 0.0 0.1 0.1 0.089
H 39.993 -27.147 -14.068 0.1 -0.1 0.3 0.094
C 33.058 -31.718 -11.481 -0.8 0.2 0.3 -0.052
C 33.039 -30.421 -10.677 0.1 0.2 -2.1 -0.477
C 34.347 -30.248 -9.947 -0.1 1.3 0.8 -0.054
O 32.889 -29.296 -11.558 0.7 0.7 0.2 -0.073
H 32.140 -31.746 -12.075 0.0 -0.3 0.0 0.053
H 33.043 -32.536 -10.759 0.1 -0.3 -0.3 0.083
H 33.902 -31.799 -12.164 0.2 0.1 0.2 0.085
H 32.113 -30.371 -10.098 0.4 -0.5 0.8 0.127
H 34.610 -31.134 -9.373 0.1 0.1 0.1 0.081
H 34.301 -29.348 -9.322 -0.3 -0.4 0.6 0.082
H 35.181 -29.921 -10.572 -0.2 -0.7 -0.7 0.061
H 32.405 -29.465 -12.374 -0.1 -0.5 -0.1 0.042
C 35.559 -32.504 -17.617 -0.3 0.2 0.1 -0.058
C 36.408 -32.220 -18.847 0.6 0.1 0.3 -0.486
C 36.170 -30.855 -19.465 -1.9 -0.2 0.1 -0.055
O 37.756 -32.314 -18.355 -0.1 -0.2 -0.2 -0.060
H 34.490 -32.294 -17.676 0.0 0.1 -0.7 0.060
H 35.906 -31.852 -16.813 0.2 -0.2 0.1 0.082
H 35.634 -33.556 -17.344 0.3 0.1 0.2 0.082
H 36.234 -32.994 -19.601 0.1 -0.1 0.0 0.129
H 35.274 -30.969 -20.088 0.2 0.1 -0.3 0.079
H 36.954 -30.432 -20.088 0.2 -0.1 0.2 0.078
H 35.793 -30.166 -18.705 0.7 0.3 0.1 0.070
H 38.346 -32.193 -19.105 0.1 0.0 0.0 0.082
C 30.804 -31.200 -16.134 0.5 -0.3 0.4 -0.033
C 31.914 -30.800 -15.151 0.4 2.0 1.2 -0.428
C 33.094 -30.117 -15.835 -0.5 -0.9 -1.2 -0.030
O 31.427 -29.804 -14.222 -0.6 0.6 0.2 -0.094
H 30.407 -32.164 -15.818 -0.2 0.0 -0.3 0.073
H 31.168 -31.235 -17.161 0.1 -0.3 0.0 0.078
H 30.010 -30.454 -16.128 0.0 0.0 0.2 0.070
H 32.269 -31.535 -14.424 0.0 -0.9 -1.0 0.125
H 33.341 -30.846 -16.612 0.8 0.1 0.1 0.052
H 33.951 -29.836 -15.227 -0.1 -0.3 0.3 0.069
H 32.799 -29.242 -16.417 -0.4 0.1 0.3 0.064
H 30.624 -30.162 -13.820 0.1 -0.1 -0.1 0.039
C 27.754 -30.238 -12.506 0.8 1.0 0.1 -0.044
C 29.058 -30.846 -12.019 -1.3 -1.6 2.4 -0.495
C 28.856 -31.660 -10.700 0.4 1.0 -0.2 -0.044
O 29.600 -31.732 -12.960 0.6 -0.1 -1.1 -0.066
H 27.416 -29.475 -11.802 0.1 0.2 -0.1 0.085
H 26.899 -30.906 -12.605 0.4 -0.4 -0.2 0.086
H 28.032 -29.758 -13.448 -0.7 0.1 -0.1 0.080
H 29.827 -30.120 -11.744 -0.1 0.3 -0.6 0.135
H 28.213 -32.531 -10.820 -0.1 0.1 -0.1 0.079
H 28.460 -30.986 -9.937 -0.2 -0.2 0.1 0.079
H 29.841 -31.978 -10.357 -0.1 -0.2 0.0 0.066
H 28.883 -32.268 -13.317 0.0 0.0 0.0 0.105
C 32.724 -24.501 -17.130 0.2 0.6 -1.3 -0.064
C 31.457 -25.193 -16.694 0.1 -0.5 -0.7 -0.500
C 31.689 -26.707 -16.629 0.3 -0.8 0.9 -0.060
O 31.041 -24.724 -15.440 -0.3 -0.6 1.3 -0.042
H 32.511 -23.610 -17.731 -0.1 0.3 0.5 0.075
H 33.256 -25.098 -17.874 0.3 -0.3 0.4 0.076
H 33.358 -24.225 -16.289 0.1 -0.2 0.0 0.077
H 30.650 -24.984 -17.405 0.1 -0.1 -0.2 0.132
H 32.346 -27.010 -15.806 -0.1 0.6 0.4 0.069
H 32.242 -27.159 -17.455 -0.4 0.6 -0.6 0.072
H 30.804 -27.324 -16.460 -0.3 0.3 -0.1 0.074
H 30.846 -23.785 -15.410 0.1 0.1 -0.5 0.091
C 27.853 -33.195 -18.507 -1.9 0.0 -0.2 -0.057
C 27.399 -32.223 -17.418 0.1 0.7 -0.4 -0.468
C 27.628 -30.736 -17.842 0.4 -0.8 1.2 -0.055
O 25.987 -32.371 -17.185 0.3 -0.7 0.0 -0.062
H 28.928 -33.334 -18.552 0.0 0.2 -0.3 0.076
H 27.336 -32.848 -19.409 0.9 0.3 -0.5 0.082
H 27.338 -34.159 -18.454 0.4 -0.2 0.8 0.076
H 27.932 -32.464 -16.497 0.0 0.2 0.2 0.110
H 28.574 -30.521 -18.339 -0.2 -0.4 -0.6 0.074
H 27.728 -30.121 -16.944 -0.6 0.1 0.1 0.065
H 26.736 -30.476 -18.408 0.3 0.4 -0.4 0.079
H 25.550 -31.517 -17.188 0.2 0.1 0.0 0.070